(1)
8
Properties=species:S:1:pos:R:3:mulliken_charge:R:1 method="wB97M-V/def2-TZVPD" max_force_ev_per_a=2.747 orbital_gap_ev=6.968 total_charge=-1 molar_mass_g_mol=89.05
O -2.77 1.01 -0.24 -0.731
C -1.93 0.12 -0.12 0.671
C -0.81 -0.44 -0.10 -0.696
C 0.43 -0.92 0.48 -0.206
O 1.63 -0.59 -0.25 -0.219
F 1.84 0.81 -0.09 -0.195
H 0.53 -2.03 0.44 0.164
H 0.58 -0.61 1.52 0.212

=====

(2)
12
Properties=species:S:1:pos:R:3:mulliken_charge:R:1 method="wB97M-V/def2-TZVPD" max_force_ev_per_a=2.568 orbital_gap_ev=9.290 total_charge=+1 molar_mass_g_mol=92.06
C 1.38 -0.37 1.19 0.202
N 0.64 0.68 0.96 -0.306
N -0.96 0.15 -0.95 -0.522
N 1.48 -1.43 0.44 -0.293
P -2.17 0.85 -1.45 0.235
H 0.49 1.30 1.72 0.239
H -0.03 0.90 0.11 0.347
H 2.00 -0.59 2.06 0.313
H 1.08 -1.65 -0.48 0.261
H 2.02 -2.21 0.81 0.240
H -2.13 2.21 -1.76 0.128
H -3.31 0.44 -2.23 0.156

=====

(3)
51
Properties=species:S:1:pos:R:3:mulliken_charge:R:1 method="wB97M-V/def2-TZVPD" max_force_ev_per_a=17.227 orbital_gap_ev=8.346 molar_mass_g_mol=290.45
C 3.22 -2.55 4.62 -1.195
C 2.62 -3.31 3.51 -0.607
C 2.54 -2.62 2.05 -0.096
C 3.96 -2.41 1.55 -0.493
C 3.94 -1.63 0.33 -0.554
C 3.26 -2.73 -0.82 -0.878
O 1.80 -3.03 -0.64 -0.442
C 1.12 -1.78 -1.08 0.941
C -0.21 -2.05 -0.74 -0.243
C -1.30 -1.07 -0.93 -1.244
C -0.89 0.01 -1.72 0.371
C 0.55 0.31 -1.95 -0.868
C 1.41 -0.50 -1.47 -0.661
H 2.35 -0.44 -2.00 0.321
H 0.76 1.36 -2.31 0.353
C -2.01 1.03 -1.75 -1.104
N -1.60 2.46 -1.13 0.061
C -1.44 2.41 0.22 -1.124
C -2.76 2.71 0.75 -0.481
N -3.50 3.69 0.37 0.098
C -4.59 4.06 1.12 -0.914
H -5.42 2.99 0.92 0.188
H -5.16 4.88 0.65 0.266
H -4.54 3.95 2.15 0.363
C -3.46 3.86 -1.21 -0.314
C -2.34 3.65 -1.77 -2.004
H -2.46 3.57 -2.64 0.873
H -1.69 4.50 -1.68 0.427
H -4.17 4.51 -1.31 0.700
H -4.38 2.84 -1.27 0.214
H -2.54 2.75 1.84 0.319
H -3.24 1.78 0.75 0.504
H -0.92 1.58 0.45 0.554
H -0.77 3.38 0.54 0.261
H -2.08 1.27 -2.82 0.442
H -2.97 0.80 -1.60 0.837
H -2.20 -1.18 -0.72 0.904
H -0.76 -3.22 -0.28 0.077
H 3.69 -3.72 -0.89 0.592
H 3.53 -2.44 -2.01 0.283
H 3.10 -0.92 0.34 0.322
H 4.81 -1.77 -0.19 0.434
H 4.56 -3.49 1.49 0.218
H 4.57 -1.85 2.34 0.293
H 2.17 -3.40 1.47 0.366
H 1.98 -1.66 2.32 0.082
H 1.62 -3.68 3.94 0.330
H 3.19 -4.23 3.56 0.330
H 2.81 -1.53 4.61 0.259
H 4.41 -2.41 4.37 0.165
H 3.31 -2.99 5.53 0.475

=====

(4)
70
Properties=species:S:1:pos:R:3:lowdin_spin:R:1 method="wB97M-V/def2-TZVPD" s_squared=0.76 max_force_ev_per_a=2.195 orbital_gap_ev="6.841 / 6.793" total_charge=+1 multiplicity=2 molar_mass_g_mol=605.60
Ti 0.12 0.79 0.92 0.945
C 4.19 0.05 2.12 0.000
C 4.85 1.26 1.93 0.004
C 4.19 2.23 1.22 0.000
C 2.88 2.04 0.77 0.007
N 2.18 0.89 1.07 0.012
C 2.91 -0.09 1.67 0.008
N 2.39 3.05 0.00 -0.002
C 1.16 3.23 -0.30 0.010
N 0.06 2.48 0.11 0.016
C -1.09 3.18 -0.25 0.010
N -2.30 2.89 0.07 -0.002
C -2.72 1.82 0.78 0.007
C -4.09 1.85 1.11 0.000
C -4.68 0.80 1.76 0.003
C -3.90 -0.32 2.04 -0.001
C -2.57 -0.29 1.72 0.007
N -1.93 0.76 1.14 0.012
C -0.71 4.38 -0.98 0.001
C -1.46 5.41 -1.51 0.001
C -0.78 6.47 -2.09 0.000
C 0.61 6.50 -2.14 0.000
C 1.37 5.46 -1.61 0.001
C 0.69 4.41 -1.03 0.001
H 4.68 -0.79 2.61 0.000
H 5.85 1.42 2.31 0.000
H 4.65 3.18 0.97 0.000
H 2.43 -1.05 1.78 0.000
H -4.64 2.72 0.82 0.000
H -5.73 0.82 2.03 0.000
H -4.31 -1.21 2.50 0.000
H -1.99 -1.18 1.91 0.000
H -2.54 5.39 -1.47 0.000
H -1.34 7.30 -2.51 0.000
H 1.11 7.35 -2.59 0.000
H 2.45 5.47 -1.64 0.000
C -4.22 -3.00 -1.84 -0.001
C -3.49 -3.64 -0.85 0.000
C -2.27 -3.12 -0.43 -0.001
C -1.76 -1.95 -1.01 -0.005
C -2.50 -1.33 -2.01 -0.001
C -3.72 -1.84 -2.42 0.000
Si -0.07 -1.24 -0.52 -0.032
C 1.24 -1.97 -1.66 -0.007
C 2.49 -1.36 -1.81 -0.001
C 3.49 -1.95 -2.56 0.000
C 3.25 -3.17 -3.19 -0.001
C 2.01 -3.78 -3.08 0.000
C 1.01 -3.18 -2.33 -0.002
C 0.31 -2.02 1.25 -0.001
C 0.69 -3.36 1.35 -0.001
C 0.92 -3.96 2.58 0.004
C 0.78 -3.24 3.75 0.001
C 0.46 -1.89 3.69 0.003
C 0.24 -1.31 2.46 0.002
H -5.18 -3.39 -2.14 0.000
H -3.86 -4.55 -0.39 0.000
H -1.73 -3.62 0.35 0.000
H -2.12 -0.43 -2.48 0.000
H -4.29 -1.35 -3.20 0.000
H 2.67 -0.40 -1.33 0.000
H 4.45 -1.47 -2.67 0.000
H 4.03 -3.64 -3.77 0.000
H 1.81 -4.71 -3.58 0.000
H 0.03 -3.65 -2.26 0.000
H 0.81 -3.94 0.44 0.000
H 1.20 -5.01 2.62 0.000
H 0.94 -3.71 4.71 0.000
H 0.39 -1.30 4.60 0.000
H 0.04 -0.22 2.48 0.003

=====

(5)
91
Properties=species:S:1:pos:R:3:mulliken_charge:R:1 method="wB97M-V/def2-TZVPD" max_force_ev_per_a=7.701 orbital_gap_ev=2.980 molar_mass_g_mol=804.65
Cu 4.85 0.53 -0.05 0.600
Cu 2.53 -1.36 -1.45 0.243
C 1.73 -4.07 -2.10 -1.995
C 0.64 -3.77 -3.13 1.273
C -0.57 -4.58 -2.50 -1.072
C -1.93 -4.23 -3.12 -1.184
C -2.13 -2.75 -3.11 -1.286
C -0.98 -1.82 -3.68 1.371
N 0.34 -2.31 -3.21 1.393
O 1.46 -1.45 -3.49 -0.955
C -1.45 -0.38 -3.27 -1.173
C -1.11 -1.93 -5.22 -1.934
C 1.09 -4.57 -4.47 -1.598
H 1.84 -5.14 -1.92 0.480
H 1.47 -3.60 -1.15 0.289
H 2.72 -3.76 -2.44 0.352
H -0.58 -4.74 -1.43 0.470
H -0.35 -5.61 -2.78 0.517
H -2.76 -4.71 -2.61 0.376
H -1.92 -4.50 -4.18 0.377
H -2.47 -2.49 -2.11 0.414
H -3.10 -2.57 -3.56 0.561
H -1.02 0.41 -3.88 0.475
H -1.09 -0.15 -2.27 -0.247
H -2.52 -0.17 -3.29 0.371
H -0.30 -1.36 -5.67 0.428
H -1.97 -1.41 -5.65 0.417
H -1.15 -2.96 -5.58 0.306
H 2.01 -4.06 -4.76 0.425
H 0.46 -4.26 -5.30 0.280
H 1.29 -5.63 -4.30 0.395
C 1.12 0.93 0.09 1.534
O 2.47 0.71 -0.24 -0.322
H 0.45 0.08 0.08 -0.437
H 0.90 1.31 1.09 -0.942
H 0.80 1.65 -0.67 -0.003
C -2.23 3.89 5.41 -0.616
C -1.38 4.01 4.13 -0.780
C -0.75 2.65 3.65 -0.289
S -2.08 1.47 4.09 1.279
O -1.47 0.28 4.63 -0.687
O -3.02 1.43 2.95 -0.651
C -2.79 2.48 5.50 -0.890
H -2.95 4.70 5.54 0.410
H -1.61 4.12 6.27 0.279
H -0.61 4.77 4.11 0.532
H -2.04 4.34 3.33 0.233
H -0.06 2.42 4.45 0.234
H -0.09 2.40 2.81 -0.011
H -2.37 1.82 6.26 0.367
H -3.85 2.39 5.74 0.454
O 2.70 3.05 4.92 -0.662
C 3.14 2.00 4.27 0.502
O 2.37 0.93 4.30 -0.276
C 2.94 -0.09 3.45 0.488
C 4.38 0.33 3.50 -0.568
C 4.48 1.84 3.50 -0.256
H 2.41 0.05 2.50 -0.521
H 2.82 -1.16 3.64 0.392
H 4.86 -0.07 2.61 0.169
H 4.73 -0.15 4.41 0.298
H 4.46 2.26 2.50 0.143
H 5.28 2.33 4.06 0.283
O -2.92 -2.02 3.75 -0.598
C -2.32 -2.31 2.70 0.248
O -2.56 -3.46 2.07 -0.347
C -1.76 -3.59 0.90 -0.301
C -1.15 -2.28 0.60 1.108
C -1.19 -1.53 1.97 0.167
H -2.38 -3.97 0.09 0.128
H -0.92 -4.26 1.07 0.253
H -1.69 -1.78 -0.20 -0.474
H -0.10 -2.31 0.29 -0.155
H -1.46 -0.48 1.81 -0.089
H -0.38 -1.52 2.70 0.028
Cl 2.41 4.15 -5.14 -0.187
C 3.12 3.91 -3.51 -0.463
C 1.95 3.72 -2.52 -0.078
Cl 1.01 5.27 -2.34 -0.169
H 3.69 4.79 -3.20 0.358
H 3.82 3.09 -3.46 0.322
H 2.34 3.42 -1.55 0.093
H 1.30 2.92 -2.86 0.123
Cl -1.80 5.73 -0.28 -0.212
C -2.06 4.07 -1.05 0.018
C -2.62 3.05 -0.04 -0.040
Cl -2.79 1.36 -0.76 -0.147
H -1.10 3.74 -1.46 -0.151
H -2.76 4.21 -1.87 0.337
H -3.61 3.46 0.18 0.477
H -2.09 2.86 0.89 -0.304